[1]
The following is a DFT calculation (ωB97M-V/def2-TZVPD) of a cluster of 3 separate species, C45H48IO8P in total.

Each line ends with the Löwdin charge.
Geometry (Å):
C 8.73 -3.74 5.10  0.087
C 8.61 -3.16 4.06  -0.307
P 8.38 -2.28 2.54  0.521
O 9.67 -3.24 1.92  -0.305
I 6.46 -1.04 3.70  0.666
C 9.34 -0.72 2.31  -0.316
C 8.97 0.09 1.05  -0.229
C 7.90 1.18 1.28  -0.260
C 8.12 2.43 0.44  -0.208
C 7.14 3.54 0.87  -0.204
C 5.66 3.16 0.74  -0.210
C 4.86 3.41 2.03  -0.206
C 3.44 2.80 1.91  -0.196
C 3.48 1.34 2.41  -0.221
C 2.15 0.79 2.94  -0.189
C 0.90 1.14 2.12  -0.177
C 1.02 0.86 0.63  -0.239
O 1.17 -0.52 0.35  -0.178
C 2.35 -0.85 -0.35  -0.106
C 7.25 -2.89 1.18  -0.192
C 5.86 -3.33 1.60  -0.668
O 4.90 -2.89 1.03  0.098
O 5.75 -4.23 2.61  0.052
H 8.68 -4.04 6.11  0.036
H 9.77 -3.10 0.97  0.048
H 10.37 -1.04 2.18  0.083
H 9.33 -0.13 3.22  0.073
H 8.61 -0.56 0.25  0.095
H 9.87 0.57 0.67  0.108
H 6.92 0.72 1.12  0.069
H 7.91 1.44 2.34  0.085
H 9.12 2.79 0.69  0.110
H 8.08 2.25 -0.63  0.117
H 7.32 4.44 0.28  0.104
H 7.39 3.80 1.90  0.107
H 5.50 2.11 0.48  0.096
H 5.23 3.74 -0.08  0.110
H 4.77 4.50 2.13  0.110
H 5.39 3.04 2.90  0.104
H 2.73 3.40 2.48  0.111
H 3.19 2.88 0.86  0.096
H 3.93 0.71 1.64  0.086
H 4.18 1.32 3.24  0.066
H 2.02 1.12 3.97  0.109
H 2.21 -0.30 2.98  0.108
H 0.57 2.15 2.33  0.109
H 0.10 0.50 2.48  0.114
H 1.86 1.41 0.21  0.097
H 0.12 1.26 0.14  0.107
H 3.18 -0.93 0.35  0.062
H 2.61 -0.12 -1.12  0.089
H 2.24 -1.82 -0.82  0.088
H 7.74 -3.72 0.68  0.103
H 7.11 -2.07 0.47  0.092
H 5.23 -3.81 3.30  0.093
C -7.80 4.05 -1.86  -0.053
C -7.66 4.49 -3.18  -0.054
C -6.56 4.09 -3.93  -0.001
C -5.60 3.26 -3.37  -0.080
C -5.73 2.84 -2.04  -0.084
C -6.84 3.23 -1.30  0.003
C -4.69 2.00 -1.41  -0.310
O -4.80 1.63 -0.26  0.104
C -3.49 1.61 -2.21  -0.121
C -2.48 0.86 -1.62  0.000
C -1.38 0.49 -2.36  -0.047
C -1.28 0.85 -3.70  -0.048
C -2.28 1.61 -4.29  0.001
C -3.39 2.00 -3.55  -0.093
C -4.44 2.83 -4.19  -0.277
O -4.35 3.15 -5.36  0.107
H -8.66 4.35 -1.28  0.108
H -8.41 5.14 -3.62  0.108
H -6.46 4.42 -4.95  0.121
H -6.94 2.89 -0.27  0.125
H -2.57 0.58 -0.58  0.126
H -0.59 -0.09 -1.90  0.103
H -0.42 0.55 -4.28  0.108
H -2.20 1.89 -5.33  0.121
C -5.45 -2.10 -3.35  -0.042
C -5.53 -0.94 -2.58  -0.028
C -6.43 -0.87 -1.53  0.020
C -7.26 -1.95 -1.25  -0.074
C -7.19 -3.11 -2.04  -0.083
C -6.28 -3.18 -3.08  -0.002
C -8.09 -4.26 -1.78  -0.277
O -8.03 -5.26 -2.46  0.105
C -9.09 -4.15 -0.68  -0.083
C -9.98 -5.19 -0.46  -0.003
C -10.90 -5.11 0.57  -0.059
C -10.93 -3.98 1.39  -0.059
C -10.05 -2.94 1.18  -0.003
C -9.13 -3.01 0.14  -0.082
C -8.21 -1.87 -0.11  -0.274
O -8.23 -0.89 0.61  0.110
H -4.75 -2.15 -4.17  0.109
H -4.90 -0.10 -2.81  0.083
H -6.50 0.02 -0.92  0.103
H -6.21 -4.07 -3.68  0.120
H -9.95 -6.06 -1.09  0.120
H -11.60 -5.92 0.74  0.106
H -11.64 -3.92 2.20  0.106
H -10.07 -2.06 1.81  0.120

Results
Structure (SMILES) ... C#CP(O)(I)(CCCCCCCCCCCCOC)CC(=O)O.O=C1c2ccccc2C(=O)c2ccccc21.O=C1c2ccccc2C(=O)c2ccccc21
Total charge ... 0
Highest occupied orbital energy ... -0.334 hartree
HOMO-LUMO gap ... 0.297 Eh

***

[2]
The following is a DFT calculation (ωB97M-V/def2-TZVPD) of a structure of composition C45H49IrN6OP2.

Each line ends with the Löwdin charge.
Geometry (Å):
Ir -0.10 0.74 -0.28  1.199
C 0.30 -2.05 2.25  -0.285
P -0.19 -1.10 3.76  1.115
C -0.11 0.64 3.22  -0.353
C 0.85 1.01 2.25  -0.184
C 1.30 2.32 2.13  -0.100
C 0.79 3.31 2.96  -0.079
C -0.20 2.97 3.88  -0.071
C -0.66 1.67 3.98  -0.072
C -1.94 -1.43 4.15  -0.386
C -2.39 -0.87 5.35  -0.127
C -3.70 -1.06 5.78  -0.070
C -4.55 -1.87 5.04  -0.071
C -4.10 -2.48 3.88  -0.073
C -2.80 -2.26 3.44  -0.104
C -0.39 -2.17 0.92  -0.359
C -0.97 -3.34 0.47  -0.055
C -1.24 -3.19 -0.91  -0.026
C -0.80 -1.95 -1.25  -0.402
C -0.68 -1.28 -2.58  -0.221
P -1.07 0.45 -2.28  0.981
C -0.41 1.42 -3.67  -0.325
C -1.13 2.45 -4.27  -0.069
C -0.58 3.14 -5.35  -0.049
C 0.67 2.79 -5.84  -0.048
C 1.37 1.74 -5.26  -0.054
C 0.83 1.06 -4.18  -0.108
C -2.86 0.66 -2.31  -0.334
C -3.67 -0.39 -2.73  -0.057
C -5.04 -0.21 -2.86  -0.045
C -5.62 1.02 -2.59  -0.053
C -4.82 2.07 -2.15  -0.060
C -3.46 1.89 -2.01  -0.119
N -0.29 -1.29 -0.14  -0.108
H 0.40 -3.07 2.62  0.093
H 1.33 -1.75 2.08  0.065
H 1.37 0.22 1.73  0.045
H 2.08 2.56 1.43  0.092
H 1.17 4.32 2.91  0.119
H -0.59 3.73 4.55  0.120
H -1.41 1.44 4.74  0.094
H -1.71 -0.30 5.97  0.100
H -4.03 -0.62 6.71  0.112
H -5.56 -2.04 5.39  0.112
H -4.75 -3.14 3.33  0.113
H -2.46 -2.76 2.54  0.087
H -1.09 -4.24 1.06  0.117
H -1.63 -3.95 -1.58  0.114
H -1.28 -1.73 -3.37  0.108
H 0.36 -1.31 -2.92  0.090
H -2.12 2.71 -3.93  0.097
H -1.15 3.93 -5.82  0.117
H 1.08 3.32 -6.68  0.118
H 2.33 1.44 -5.66  0.118
H 1.37 0.21 -3.78  0.097
H -3.25 -1.37 -2.94  0.104
H -5.66 -1.04 -3.19  0.120
H -6.68 1.16 -2.71  0.119
H -5.27 3.03 -1.93  0.114
H -2.86 2.72 -1.66  0.079
C 3.94 -0.39 0.81  0.047
C 3.08 0.45 -0.09  -0.493
O 1.95 0.06 -0.43  -0.124
N 3.55 1.62 -0.51  0.116
C 2.88 2.28 -1.61  -0.092
C 1.84 3.33 -1.31  -0.237
C 2.20 4.65 -1.54  0.004
C 1.24 5.65 -1.59  -0.010
C -0.08 5.26 -1.47  -0.020
C -0.35 3.93 -1.20  -0.145
N 0.57 2.97 -1.04  0.038
H 3.67 -1.43 0.69  0.106
H 3.75 -0.10 1.85  0.104
H 5.00 -0.25 0.61  0.099
H 4.47 1.92 -0.22  0.167
H 2.41 1.50 -2.20  0.097
H 3.65 2.74 -2.24  0.141
H 3.24 4.88 -1.74  0.128
H 1.52 6.68 -1.76  0.128
H -0.89 5.96 -1.58  0.124
H -1.38 3.62 -1.09  0.072
C -3.72 4.56 1.58  -0.136
C -2.22 4.45 1.69  -0.160
N -1.80 3.20 1.06  0.054
C -2.52 2.05 1.12  -0.356
N -1.99 0.96 0.58  -0.061
C -2.76 -0.30 0.71  -0.193
C -4.25 -0.11 0.90  -0.116
C -4.46 0.87 2.02  -0.113
N -3.73 2.09 1.70  -0.005
C -4.31 3.33 2.24  -0.124
H -4.03 4.61 0.53  0.120
H -4.08 5.45 2.09  0.130
H -1.93 4.47 2.74  0.106
H -1.70 5.26 1.19  0.122
H -0.81 3.04 1.04  0.069
H -2.36 -0.84 1.55  0.077
H -2.61 -0.90 -0.18  0.086
H -4.69 -1.07 1.14  0.129
H -4.72 0.26 -0.02  0.102
H -4.10 0.45 2.97  0.126
H -5.51 1.13 2.15  0.132
H -4.16 3.37 3.32  0.138
H -5.39 3.27 2.06  0.130

Results
Energy above the lowest of the compared OMol25 structures with the same formula, charge and spin ... 13.0 kcal per mole
Total charge ... +2
Highest occupied orbital energy ... -0.445 hartree
HOMO-LUMO gap ... 0.237 Eh